{"formula": "C31H62MnP2Si2", "method": "ωB97M-V/def2-TZVPD", "symbols": ["Mn", "C", "C", "C", "C", "C", "C", "H", "H", "H", "C", "H", "H", "H", "C", "H", "H", "H", "C", "H", "H", "H", "C", "H", "H", "H", "C", "C", "C", "C", "C", "C", "C", "C", "H", "H", "H", "H", "H", "H", "H", "H", "H", "H", "H", "H", "P", "P", "C", "C", "H", "H", "H", "H", "C", "H", "H", "H", "C", "H", "H", "H", "C", "H", "H", "H", "C", "H", "H", "H", "C", "Si", "C", "C", "C", "Si", "C", "C", "C", "H", "H", "H", "H", "H", "H", "H", "H", "H", "H", "H", "H", "H", "H", "H", "H", "H", "H", "H"], "coordinates": [[-1.5243, -0.2277, 0.5517], [-3.0796, 1.1198, 1.4184], [-3.5977, 0.4035, 0.2667], [-2.9962, -1.1644, 1.8939], [-2.6914, 0.1658, 2.4008], [-3.5791, -1.0044, 0.5947], [-3.0718, 2.6087, 1.5919], [-3.1546, 3.1241, 0.6317], [-2.1599, 2.9524, 2.0876], [-3.9254, 2.9254, 2.2065], [-2.1103, 0.4508, 3.7500], [-1.6565, 1.4448, 3.7833], [-1.3350, -0.2811, 3.9957], [-2.8894, 0.4063, 4.5228], [-2.7992, -2.4390, 2.6546], [-3.6110, -2.6028, 3.3768], [-1.8521, -2.4138, 3.2027], [-2.7728, -3.2994, 1.9797], [-4.2012, -2.0938, -0.2253], [-5.2139, -2.3090, 0.1413], [-3.6264, -3.0224, -0.1697], [-4.2880, -1.8038, -1.2754], [-4.2725, 1.0179, -0.9228], [-5.3639, 1.0479, -0.7909], [-4.0621, 0.4499, -1.8337], [-3.9316, 2.0441, -1.0853], [3.2076, 3.6225, -3.9551], [2.1214, 4.3525, -4.2350], [1.3165, 4.4500, -5.5043], [1.4944, 3.3229, -6.5454], [1.1431, 1.9575, -6.0051], [1.9073, 1.1101, -5.3058], [3.3372, 1.2402, -4.8510], [3.9535, 2.6566, -4.8440], [1.5274, 5.4165, -5.9887], [2.5075, 3.3442, -6.9506], [0.2556, 4.4944, -5.2200], [4.0355, 3.0341, -5.8648], [3.5999, 3.7064, -2.9412], [1.7423, 4.9832, -3.4298], [4.9811, 2.5661, -4.4722], [3.3986, 0.8312, -3.8326], [1.4394, 0.1712, -5.0070], [3.9701, 0.5814, -5.4665], [0.8278, 3.5447, -7.3872], [0.1161, 1.6426, -6.1921], [-0.1712, 1.2992, -0.4456], [-0.6561, -1.6077, -1.0170], [0.9388, 0.5133, -1.7343], [1.0278, -0.9968, -1.4910], [1.9258, 0.9885, -1.7306], [0.4815, 0.7141, -2.7108], [1.4185, -1.5329, -2.3637], [1.6659, -1.2077, -0.6271], [-0.3460, -3.3600, -0.5655], [-1.2796, -3.9104, -0.4040], [0.2544, -3.3984, 0.3485], [0.2242, -3.8119, -1.3811], [-1.4795, -1.7859, -2.6588], [-0.7902, -2.1936, -3.4069], [-1.8411, -0.8092, -2.9923], [-2.3392, -2.4548, -2.5698], [1.0170, 2.2055, 0.6286], [0.5081, 2.7313, 1.4444], [1.5708, 2.9089, 0.0022], [1.7296, 1.4886, 1.0480], [-0.8770, 2.6931, -1.4253], [-1.6649, 2.3148, -2.0823], [-0.1008, 3.1744, -2.0309], [-1.3098, 3.4403, -0.7551], [3.2017, -0.2813, 2.6656], [1.4300, -0.1411, 3.3133], [1.4952, -0.7276, 5.1039], [1.3271, 1.6909, 3.7931], [0.2361, -1.2502, 2.1311], [0.5115, -3.1568, 2.9625], [-0.2049, -3.5049, 4.7095], [-0.1032, -4.8160, 2.2368], [2.3343, -3.6013, 3.0817], [3.8841, 0.2242, 3.3774], [3.3131, 0.1943, 1.6757], [3.5356, -1.3197, 2.5426], [2.2294, -0.1217, 5.6713], [0.5030, -0.5857, 5.5786], [1.8504, -1.7611, 5.2105], [1.7011, 2.4007, 3.0556], [0.3453, 1.9845, 4.1929], [2.0514, 1.8586, 4.6146], [0.9360, -1.3667, 1.3055], [-1.2919, -3.7107, 4.7114], [0.2597, -4.4419, 5.0797], [-0.0314, -2.7411, 5.4738], [0.4534, -5.1670, 1.3463], [0.0881, -5.6131, 2.9843], [-1.1882, -4.8103, 2.0404], [2.7850, -3.5682, 2.0687], [2.9012, -2.9609, 3.7736], [2.4234, -4.6367, 3.4705]], "forces_ev_per_a": [[0.787, -0.594, 1.829], [-0.165, -0.540, -0.785], [-1.007, -0.410, 0.980], [-0.024, 1.555, 1.158], [-0.735, -1.641, 0.219], [-0.219, 1.028, -0.436], [0.125, 0.046, -0.108], [-0.008, -0.054, 0.143], [-0.109, -0.006, 0.016], [0.181, -0.137, -0.094], [-0.095, 0.027, 0.033], [-0.117, -0.134, 0.024], [-0.176, 0.073, -0.029], [0.135, 0.021, -0.132], [-0.033, 0.069, -0.091], [0.098, 0.090, -0.172], [-0.465, 0.134, -0.167], [-0.037, 0.095, 0.102], [0.058, -0.021, -0.087], [0.211, 0.049, -0.034], [-0.098, 0.055, 0.015], [-0.016, -0.034, 0.114], [0.051, -0.004, -0.075], [0.257, -0.015, -0.035], [-0.082, 0.071, 0.021], [-0.075, -0.125, -0.010], [-0.356, 0.085, -0.006], [0.223, -0.246, 0.130], [0.008, -0.060, -0.165], [0.037, 0.132, 0.046], [0.139, -0.191, 0.278], [-0.231, 0.290, -0.126], [0.142, 0.123, -0.077], [-0.023, -0.125, -0.060], [-0.038, -0.184, 0.107], [-0.194, -0.015, 0.022], [0.126, 0.006, -0.041], [0.032, -0.057, 0.190], [-0.020, 0.049, -0.109], [0.087, -0.030, -0.082], [-0.163, 0.023, -0.072], [0.021, 0.027, -0.084], [0.018, 0.036, -0.091], [-0.127, 0.114, 0.123], [0.118, -0.046, 0.134], [0.127, -0.002, -0.004], [1.877, 2.271, -1.164], [0.983, -2.216, -1.673], [-0.378, -0.184, 0.235], [-0.269, 0.177, 0.389], [-0.207, 0.032, 0.040], [0.070, 0.043, 0.120], [-0.139, 0.004, 0.183], [0.062, -0.015, -0.149], [0.088, 0.469, -0.017], [0.199, 0.150, -0.046], [-0.263, 0.104, -0.363], [-0.133, -0.085, 0.008], [-0.105, 0.298, 0.236], [-0.067, 0.068, 0.215], [0.026, -0.102, -0.096], [0.086, 0.087, 0.024], [-0.174, -0.403, -0.218], [0.082, -0.170, -0.310], [-0.110, 0.039, 0.025], [-0.205, 0.155, -0.011], [-0.272, -0.245, 0.177], [0.079, 0.093, 0.004], [-0.013, -0.197, 0.127], [0.026, -0.103, -0.046], [0.218, 0.076, -0.229], [0.107, -1.023, 0.048], [0.160, -0.340, 0.418], [0.044, 0.662, 0.019], [0.662, -0.527, 1.246], [-0.165, 0.550, 0.613], [-0.325, 0.171, 0.357], [-0.162, -0.294, -0.678], [0.453, -0.002, 0.037], [-0.256, -0.192, -0.403], [0.101, -0.033, 0.284], [-0.101, 0.300, 0.089], [-0.424, -0.095, -0.397], [0.539, -0.267, -0.038], [-0.438, 0.225, 0.129], [-0.450, 0.057, -0.086], [0.292, 0.154, -0.258], [-0.404, -0.517, -0.189], [0.535, -0.073, -0.390], [0.433, 0.075, -0.124], [-0.046, 0.474, -0.301], [-0.059, -0.166, -0.189], [-0.441, 0.235, 0.240], [-0.122, 0.679, -0.097], [0.393, -0.200, -0.128], [0.016, -0.013, 0.548], [-0.051, -0.187, -0.420], [-0.126, 0.469, -0.302]], "homo_lumo_gap_ev": [5.52, 6.66], "lumo_energy_ev": [-3.74, -3.73], "spin_multiplicity": 5, "e_tot_ha": -3630.8126, "total_charge": 1}

=====

{"formula": "C59H44N8O2Zr", "method": "ωB97M-V/def2-TZVPD", "symbols": ["Zr", "C", "C", "C", "C", "C", "C", "C", "C", "C", "C", "C", "N", "C", "C", "C", "C", "C", "C", "C", "C", "C", "C", "C", "C", "C", "N", "C", "C", "C", "C", "C", "C", "C", "C", "C", "C", "C", "C", "N", "C", "C", "N", "C", "C", "C", "C", "C", "C", "H", "H", "H", "H", "H", "H", "H", "H", "H", "H", "H", "H", "H", "H", "H", "H", "H", "H", "H", "H", "H", "H", "H", "H", "H", "H", "H", "H", "C", "C", "O", "C", "C", "C", "N", "N", "C", "O", "C", "C", "C", "C", "C", "C", "H", "H", "H", "H", "H", "H", "H", "H", "H", "H", "H", "H", "N", "C", "C", "C", "N", "H", "H", "H", "H"], "coordinates": [[-0.1267, -0.2776, 0.2483], [-2.9301, 6.7231, 0.3024], [-2.6924, 6.3596, -1.0124], [-2.2263, 5.0900, -1.3103], [-1.9876, 4.1745, -0.2908], [-2.2230, 4.5489, 1.0280], [-2.6911, 5.8150, 1.3199], [-1.5120, 2.7984, -0.5609], [-0.2651, 2.6131, -1.1315], [0.6097, 3.6698, -1.5568], [1.7740, 3.0893, -1.9261], [1.6293, 1.6790, -1.6785], [0.3774, 1.3974, -1.2629], [2.7502, 0.8020, -1.6059], [2.7070, -0.4699, -1.0996], [3.9151, -1.3089, -0.7626], [3.3280, -2.7049, -0.4734], [1.8464, -2.4829, -0.6433], [0.9297, -3.4926, -0.6730], [1.3242, -4.8826, -0.3223], [1.9434, -5.7445, -1.2148], [2.2355, -7.0495, -0.8467], [1.9182, -7.5017, 0.4231], [1.3059, -6.6464, 1.3236], [1.0083, -5.3497, 0.9499], [-0.4364, -3.2913, -0.9998], [-1.0713, -2.1093, -0.9686], [-2.3932, -2.3878, -1.2457], [-3.4473, -1.5407, -0.9746], [-4.8148, -2.0101, -1.2910], [-5.1338, -2.2506, -2.6255], [-6.3986, -2.6877, -2.9765], [-7.3604, -2.8867, -2.0004], [-7.0502, -2.6480, -0.6723], [-5.7875, -2.2033, -0.3174], [-3.2892, -0.2299, -0.4761], [-4.3383, 0.6544, -0.0961], [-3.7739, 1.8860, 0.0603], [-2.3931, 1.7437, -0.2551], [-2.0984, 0.4355, -0.5177], [-2.5402, -3.7864, -1.5686], [-1.3283, -4.3540, -1.3794], [1.5609, -1.1738, -0.8917], [4.0326, 1.3443, -2.1174], [4.1056, 1.6577, -3.4730], [5.2758, 2.1418, -4.0253], [6.3881, 2.3374, -3.2227], [6.3219, 2.0491, -1.8710], [5.1533, 1.5506, -1.3196], [-3.3045, 7.7126, 0.5336], [-2.8767, 7.0605, -1.8148], [-2.0595, 4.7958, -2.3432], [-2.0136, 3.8290, 1.8176], [-2.8753, 6.0975, 2.3519], [0.3649, 4.7209, -1.5364], [2.6781, 3.5686, -2.2765], [4.7220, -1.2277, -1.4826], [3.7089, -3.5611, -1.0284], [2.1828, -5.3915, -2.2142], [2.6940, -7.7227, -1.5574], [2.1465, -8.5225, 0.7109], [1.0495, -6.9971, 2.3162], [0.5228, -4.6740, 1.6460], [-4.3766, -2.0886, -3.3816], [-6.6350, -2.8662, -4.0184], [-8.3512, -3.2326, -2.2807], [-7.8038, -2.8010, 0.0941], [-5.5398, -2.0156, 0.7235], [-5.3808, 0.3896, 0.0221], [-4.2705, 2.8133, 0.3167], [-3.4613, -4.2691, -1.8637], [-1.0438, -5.3959, -1.4931], [3.2282, 1.5108, -4.0978], [5.3296, 2.3608, -5.0879], [7.3051, 2.7317, -3.6489], [7.1869, 2.2136, -1.2442], [5.1127, 1.3377, -0.2614], [-2.2630, -3.4020, 2.0188], [-1.6985, -1.9987, 2.0225], [-0.5105, -1.8174, 1.5291], [-2.4439, -1.0167, 2.6256], [-1.9510, 0.2999, 2.8257], [-2.4768, 1.1206, 3.9695], [-0.9921, 0.7060, 2.0432], [-0.4033, 1.9312, 2.2818], [0.7600, 1.9938, 1.7062], [1.2829, 0.9915, 1.0661], [1.5381, 3.2496, 1.8215], [1.0584, 4.3192, 2.5764], [1.8230, 5.4663, 2.7108], [3.0600, 5.5604, 2.0857], [3.5243, 4.5119, 1.3115], [2.7654, 3.3609, 1.1804], [-1.5984, -4.0875, 1.4951], [-3.2321, -3.4143, 1.5126], [-2.4135, -3.7582, 3.0443], [-3.3695, -1.2994, 3.1090], [-3.3219, 0.6240, 4.4365], [-2.7746, 2.1116, 3.6299], [-1.6889, 1.2512, 4.7095], [0.0927, 4.2295, 3.0585], [1.4594, 6.2920, 3.3035], [3.6538, 6.4605, 2.1932], [4.4780, 4.5846, 0.8041], [3.1179, 2.5490, 0.5559], [3.6010, -0.3498, 1.6250], [4.3664, -1.2045, 0.7350], [3.7822, -2.6086, 1.0043], [2.6475, -2.2692, 1.9375], [2.5454, -1.0246, 2.1713], [3.3634, 0.5865, 1.3659], [5.4317, -1.0412, 0.8684], [4.4418, -3.3977, 1.3637], [1.9737, -2.9771, 2.4028]], "forces_ev_per_a": [[-0.855, -0.635, -1.651], [-0.055, 0.186, -0.003], [-0.011, 0.037, -0.103], [0.021, -0.153, -0.162], [-0.043, 0.072, 0.013], [0.069, -0.258, 0.181], [-0.080, 0.151, 0.295], [0.491, 0.045, -0.254], [-0.470, 0.433, -0.054], [-0.014, 0.134, 0.006], [0.048, 0.137, -0.194], [-0.395, -0.044, 0.082], [0.409, -0.040, -0.303], [-0.014, -0.241, 0.136], [0.486, 0.191, -0.503], [-0.153, 0.087, -0.059], [-0.116, -0.143, -0.148], [0.095, -0.670, -0.531], [0.108, 0.144, -0.051], [0.044, 0.042, 0.109], [0.076, 0.013, -0.266], [0.014, -0.039, -0.072], [0.075, -0.228, 0.038], [-0.048, -0.131, 0.190], [-0.030, 0.141, 0.107], [0.021, 0.382, -0.070], [0.304, -0.229, 0.076], [-0.567, 0.273, -0.017], [0.392, -0.444, -0.052], [-0.103, -0.003, -0.123], [0.005, -0.011, 0.045], [-0.019, 0.001, -0.180], [-0.225, -0.122, -0.098], [-0.228, 0.020, 0.219], [0.145, -0.020, 0.162], [-0.343, 0.222, -0.054], [-0.033, -0.493, -0.101], [0.350, 0.440, 0.043], [-0.508, 0.180, -0.090], [-0.189, 0.098, 0.155], [-0.075, -0.182, -0.051], [-0.065, -0.336, -0.154], [0.088, 0.147, 0.580], [0.070, -0.059, 0.024], [-0.071, -0.073, -0.163], [0.071, 0.063, -0.231], [0.256, 0.170, -0.089], [0.155, 0.007, 0.011], [-0.119, -0.005, -0.080], [0.019, -0.011, -0.007], [-0.024, 0.046, -0.019], [-0.014, 0.025, 0.123], [-0.036, 0.116, -0.120], [0.034, -0.023, -0.085], [0.068, -0.070, -0.021], [-0.176, -0.016, 0.064], [0.075, -0.006, -0.074], [-0.049, 0.083, 0.001], [-0.030, -0.039, 0.072], [0.068, -0.003, -0.043], [-0.024, 0.077, -0.033], [0.018, 0.021, -0.015], [0.022, -0.051, -0.027], [-0.003, 0.008, -0.023], [0.000, -0.006, 0.025], [0.111, 0.053, 0.072], [0.090, 0.000, -0.061], [-0.046, -0.026, -0.068], [0.169, 0.052, -0.120], [0.093, -0.140, -0.095], [0.095, 0.052, 0.073], [-0.101, 0.265, 0.023], [0.102, -0.023, 0.088], [-0.044, -0.001, 0.130], [-0.074, -0.067, 0.031], [0.044, 0.005, 0.061], [-0.030, -0.045, 0.138], [0.144, -0.083, 0.025], [-0.540, -0.364, 0.661], [-0.141, -0.399, 0.604], [0.087, -0.187, -0.059], [0.232, 0.159, -0.048], [0.126, 0.083, -0.307], [0.015, 0.171, 0.359], [-0.004, 0.522, 0.430], [-0.266, 0.208, 0.697], [0.230, 0.487, 0.291], [0.014, -0.023, 0.061], [0.031, -0.012, 0.031], [-0.029, -0.061, -0.065], [-0.008, 0.170, 0.007], [0.083, -0.067, -0.074], [0.060, -0.085, 0.020], [-0.039, 0.046, 0.012], [0.071, 0.013, 0.046], [0.042, 0.041, -0.162], [0.016, -0.021, -0.040], [-0.043, -0.038, -0.004], [0.026, 0.054, -0.011], [0.056, 0.046, 0.040], [0.095, 0.004, 0.000], [-0.062, 0.067, 0.061], [-0.017, -0.030, 0.007], [0.009, 0.012, 0.000], [-0.041, 0.015, 0.039], [0.639, -0.204, 0.264], [-0.046, 0.216, -0.139], [0.012, -0.068, 0.272], [0.244, -0.247, 0.227], [-0.184, -0.269, 0.580], [-0.213, 0.247, -0.214], [0.136, -0.066, -0.048], [-0.002, 0.023, -0.058], [-0.055, 0.106, -0.157]], "homo_lumo_gap_ev": 5.56, "lumo_energy_ev": -1.07, "e_tot_ha": -2910.4564}

=====

{"formula": "C4H8N2", "method": "ωB97M-V/def2-TZVPD", "symbols": ["C", "C", "C", "C", "H", "H", "H", "H", "H", "H", "H", "H", "N", "N"], "coordinates": [[-0.0555, 1.0341, -0.3657], [1.1771, 0.4523, 0.2866], [-0.9448, -1.2298, 0.0145], [-1.2650, 0.2049, 0.1017], [-0.1803, 2.2042, -0.2602], [-0.0734, 0.9136, -1.4690], [1.0913, 0.4323, 1.3801], [2.0741, 1.0901, 0.0678], [2.1152, -1.3772, 0.0521], [-1.7724, -1.8906, 0.0389], [-2.1413, 0.3635, -0.5619], [-1.5457, 0.3909, 1.1286], [1.2898, -0.8723, -0.2845], [0.2308, -1.7160, -0.1290]], "forces_ev_per_a": [[-1.481, 2.303, -0.464], [0.556, 1.084, -0.596], [1.623, -0.071, -0.167], [-0.290, 0.932, -0.768], [0.168, -2.340, 0.354], [0.710, -0.096, 0.540], [-0.253, -0.021, 0.030], [-0.585, -0.875, -0.050], [-0.419, 0.325, -0.367], [-0.460, -0.952, 0.145], [0.336, 0.244, 0.535], [-0.301, 0.450, 0.328], [1.630, -0.447, 0.604], [-1.233, -0.535, -0.125]], "homo_lumo_gap_ev": 9.58, "lumo_energy_ev": 1.05, "smiles": "C1=NNCCC1", "e_tot_ha": -266.6721}

=====

{"formula": "C4H6FO2Si", "method": "ωB97M-V/def2-TZVPD", "symbols": ["C", "C", "C", "C", "O", "O", "F", "Si", "H", "H", "H", "H", "H", "H"], "coordinates": [[-0.0084, 1.0711, -1.9079], [0.5997, 0.9411, 1.0091], [-0.9004, 0.5014, 1.0110], [0.0937, -0.0337, -0.0246], [0.5828, 2.0792, -1.7776], [-0.6350, 0.3061, -2.5313], [-1.8705, 1.3254, 0.4936], [0.4728, -1.8037, -0.0986], [0.5968, 1.9654, 0.7690], [1.0521, 0.7597, 2.0661], [-1.3975, -0.2079, 1.6408], [1.0844, -2.6972, 0.8538], [1.2616, -1.9438, -1.3401], [-0.9322, -2.2632, -0.1634]], "forces_ev_per_a": [[0.207, -0.959, 1.751], [-2.102, -0.997, 3.140], [2.427, -1.315, -2.243], [0.422, 1.458, 1.621], [0.588, 1.091, 0.189], [-1.120, -0.874, -1.806], [-0.558, 1.076, -0.085], [-1.129, 1.160, -1.280], [0.630, 1.276, -0.616], [-0.155, -0.075, -1.951], [0.156, -0.158, 0.847], [0.618, -0.311, 0.976], [0.084, -0.578, -0.189], [-0.069, -0.796, -0.355]], "homo_lumo_gap_ev": 7.21, "lumo_energy_ev": 3.88, "e_tot_ha": -695.8084, "total_charge": -1}